Record 1
16
Properties=species:S:1:pos:R:3 method="wB97M-V/def2-TZVPD" smiles="C1=NC1.CCSO" homo_lumo_gap_ha=0.345 lumo_ev=0.525 fmax_ev_per_a=4.30
C 1.9955 1.5489 -1.0492
C 0.7572 2.2488 -0.8698
C -0.6591 -2.4862 0.2021
C -0.6013 -0.9756 0.2628
N 0.9345 1.8322 -2.0428
O -1.6449 1.1837 1.4705
S -2.1848 -0.3304 0.9235
H 2.9467 2.0977 -0.9905
H 2.1790 0.4676 -0.7608
H 0.0481 2.8415 -0.2289
H -1.5537 1.1838 2.3689
H -0.1668 -2.9489 1.1515
H -1.6484 -2.7656 0.2654
H -0.1238 -2.8236 -0.6639
H -0.4885 -0.5060 -0.8034
H 0.2104 -0.5678 0.7646

---

Record 2
41
Properties=species:S:1:pos:R:3 method="wB97M-V/def2-TZVPD" homo_lumo_gap_ha=0.224 lumo_ev=-11.755 fmax_ev_per_a=1.63 charge=+3
Mo 0.1697 0.0409 0.0158
C -2.2527 -0.2812 2.8847
C -0.8482 -0.7607 3.0357
N 0.0852 -0.7739 2.0845
C 1.2954 -1.2650 2.5525
C 1.2717 -1.6497 3.8476
S -0.2796 -1.3771 4.5062
C 2.3963 -1.2100 1.6074
C 3.6679 -1.6296 1.7462
S 4.5620 -1.2860 0.3324
C 3.2329 -0.6031 -0.4190
N 2.1209 -0.6318 0.3540
C 3.3717 -0.0318 -1.7831
H -2.3774 0.3198 1.9864
H -2.5375 0.3268 3.7433
H -2.9432 -1.1261 2.8465
H 2.0743 -2.0459 4.4497
H 4.1221 -2.1135 2.5968
H 4.4093 -0.0959 -2.1088
H 3.0905 1.0221 -1.7948
H 2.7778 -0.5963 -2.5063
S -2.8689 -2.0475 -2.8637
C -2.1883 -1.7988 -1.5600
S 0.3029 0.0824 -2.0510
S -1.5696 -1.6557 -0.0371
O -1.8001 3.5348 1.1490
C -0.7006 3.3709 0.9076
O -0.4378 1.5895 0.4712
C 0.5732 4.0336 0.8090
C 0.5484 5.4341 0.9276
C 1.7384 6.1370 0.8536
C 2.9451 5.4700 0.6669
C 2.9294 4.0881 0.5557
C 1.7715 3.3567 0.6272
N 4.1860 3.3340 0.3482
O 4.0722 2.1236 0.1726
O 5.2091 3.9517 0.3144
H -0.3903 5.9533 1.0714
H 1.7275 7.2148 0.9392
H 3.8834 6.0062 0.6056
H 1.8594 2.2856 0.5612

---

Record 3
95
Properties=species:S:1:pos:R:3 method="wB97M-V/def2-TZVPD" homo_lumo_gap_ha="0.325 / 0.319" s_squared=3.7585 lumo_ev="-4.644 / -5.148" fmax_ev_per_a=1.33 charge=+2 multiplicity=4
Co 0.0172 -0.7526 0.5841
C -0.3773 -3.5280 1.7590
C -1.7539 -2.9132 1.5777
N -1.7442 -1.4423 1.6015
C -1.7732 -0.8194 2.9237
C -0.4626 -0.9983 3.6367
N 0.6909 -0.7464 2.7498
C 1.7757 -1.7383 2.9452
C 1.9487 -2.6993 1.7290
N 0.6615 -2.8144 1.0027
H -0.4606 -4.5526 1.3864
H -0.0913 -3.5795 2.7933
H -2.3801 -3.3324 2.3791
H -2.1707 -3.2382 0.6296
H -2.5596 -1.0957 1.1211
H -2.5701 -1.2358 3.5581
H -1.9985 0.2448 2.7813
H -0.4048 -2.0063 4.0815
H -0.4364 -0.3086 4.4943
H 1.0446 0.1563 2.9647
H 1.5983 -2.3079 3.8462
H 2.7193 -1.2143 3.0999
H 2.3159 -3.6574 2.0973
H 2.7021 -2.3418 1.0307
H 0.8452 -3.3324 0.1600
N 1.9584 -0.1612 -0.1814
C 2.4431 -0.9286 -1.3131
C 3.8197 -1.0608 -1.5150
C 4.2961 -1.5310 -2.7299
C 3.4089 -1.9023 -3.7449
C 2.0527 -1.8797 -3.4774
C 1.5421 -1.3986 -2.2537
P -0.2608 -1.3986 -1.9129
C -0.7431 -3.1789 -2.0568
C -2.1015 -3.4671 -1.9889
C -2.5329 -4.7837 -1.8416
C -1.6065 -5.8125 -1.7974
C -0.2353 -5.5250 -1.8823
C 0.1702 -4.2112 -2.0350
C -0.9999 -0.6163 -3.3989
C -1.4290 -1.3253 -4.5120
C -2.0879 -0.6777 -5.5562
C -2.2958 0.6892 -5.4976
C -1.8310 1.4099 -4.4151
C -1.2166 0.7545 -3.3521
H 2.6522 -0.1422 0.5625
H 1.9420 0.8578 -0.4275
H 4.4903 -0.7290 -0.7479
H 5.3547 -1.5810 -2.9259
H 3.7705 -2.1816 -4.7300
H 1.3845 -2.2527 -4.2571
H -2.8382 -2.6976 -2.0738
H -3.6007 -4.9894 -1.8503
H -1.9385 -6.8668 -1.7745
H 0.4741 -6.3253 -1.9211
H 1.2366 -4.0321 -2.1040
H -1.3434 -2.4098 -4.5454
H -2.4761 -1.3129 -6.3380
H -2.8517 1.1941 -6.2845
H -1.9887 2.4817 -4.3815
H -0.8901 1.3129 -2.4850
F -4.5229 5.8820 -0.5276
C -3.5854 5.0425 -0.1403
C -2.4591 5.4852 0.5379
F -2.3495 6.7291 0.9454
C -1.4710 4.5758 0.8093
F -0.3883 5.0595 1.4459
C -1.5704 3.2210 0.5149
P -0.1678 2.1743 0.9755
C -0.0040 2.4304 2.7816
C 1.1999 2.2572 3.4532
C 1.2258 2.2328 4.8538
C 0.0688 2.4459 5.6038
C -1.1288 2.6156 4.9442
C -1.1640 2.5820 3.5428
C 1.2811 3.0305 0.2327
C 1.5241 2.7700 -1.1179
C 2.5959 3.3425 -1.7812
C 3.4062 4.2533 -1.1102
C 3.1550 4.5547 0.2295
C 2.1044 3.9334 0.8784
C -2.7370 2.8009 -0.1270
Br -3.2081 1.0062 -0.5060
C -3.7265 3.6890 -0.4716
F -4.8323 3.3109 -1.1119
H 2.1208 2.1480 2.8851
H 2.1879 2.0563 5.3459
H 0.1452 2.4387 6.6797
H -2.0710 2.7865 5.4632
H -2.1182 2.6959 3.0498
H 0.8671 2.0817 -1.6451
H 2.7831 3.1042 -2.8251
H 4.2101 4.7306 -1.6446
H 3.7759 5.2969 0.7263
H 1.9888 4.1690 1.9226